ORCA calculation (the ωB97M-V functional and the def2-TZVPD basis) on 14 unconnected molecules or ions with the total composition C39H59Cl52NP in a non-equilibrium geometry.

E_tot   -703339.475 eV
Total charge   -1
2S+1   1
Orbital gap   5.2 eV

Bonds (Å) are listed after each position.
Atoms and positions in Å:
1 C -6.71 1.76 -1.87  C2 1.537, H29 1.091, H30 1.088, H31 1.089
2 C -5.64 1.76 -0.76  C1 1.537, C3 1.538, H32 1.092, H33 1.090
3 C -4.79 3.03 -0.72  C2 1.538, C4 1.540, H34 1.094, H35 1.090
4 C -3.46 2.78 0.03  C3 1.540, C5 1.530, H36 1.091, H37 1.093
5 C -2.25 3.51 -0.55  C4 1.530, C6 1.544, H38 1.094, H39 1.091
6 C -1.78 3.09 -1.96  C5 1.544, C7 1.531, H40 1.092, H41 1.093
7 C -2.23 1.71 -2.45  C6 1.531, C8 1.543, H42 1.090, H43 1.096
8 C -1.34 0.60 -1.83  C7 1.543, C9 1.530, H44 1.090, H45 1.092
9 C -0.22 0.19 -2.79  C8 1.530, C10 1.542, H46 1.094, H47 1.095
10 C 0.58 -1.03 -2.28  C9 1.542, C11 1.551, H48 1.091, H49 1.092
11 C 2.12 -0.82 -2.20  C10 1.551, C12 1.537, H50 1.094, H51 1.092
12 C 2.73 -1.28 -0.87  C11 1.537, C13 1.543, H52 1.093, H53 1.095
13 C 3.02 -0.11 0.10  C12 1.543, C14 1.530, H54 1.091, H55 1.096
14 C 1.86 0.88 0.26  C13 1.530, P15 1.941, H56 1.086, H57 1.094
15 P 1.09 1.05 2.04  C14 1.941, C16 1.907, N25 1.842, H58 1.474, H59 1.478, H60 1.495
16 C 0.36 1.35 3.77  P15 1.907, C17 1.523, H61 1.094, H62 1.093
17 C 1.28 2.09 4.74  C16 1.523, C18 1.547, H63 1.097, H64 1.093
18 C 0.84 1.96 6.22  C17 1.547, C19 1.536, H65 1.095, H66 1.094
19 C -0.68 2.04 6.44  C18 1.536, C20 1.541, H67 1.091, H68 1.094
20 C -1.41 0.69 6.38  C19 1.541, C21 1.532, H69 1.093, H70 1.091
21 C -2.53 0.51 7.41  C20 1.532, C22 1.543, H71 1.090, H72 1.094
22 C -3.57 -0.50 6.88  C21 1.543, C23 1.539, H73 1.093, H74 1.091
23 C -4.73 0.16 6.10  C22 1.539, C24 1.547, H75 1.091, H76 1.090
24 C -4.68 -0.07 4.57  C23 1.547, H77 1.088, H78 1.092, H79 1.090
25 N -0.28 -0.13 1.71  P15 1.842, C26 1.454, H80 1.009
26 C 0.02 -1.55 1.74  N25 1.454, C27 1.548, H81 1.100, H82 1.099
27 C -0.49 -2.27 3.02  C26 1.548, C28 1.545, H83 1.093, H84 1.090
28 C 0.61 -2.45 4.09  C27 1.545, H85 1.089, H86 1.090, H87 1.090
29 H -7.61 1.23 -1.53  C1 1.091
30 H -6.34 1.19 -2.72  C1 1.088
31 H -6.98 2.77 -2.17  C1 1.089
32 H -6.10 1.63 0.22  C2 1.092
33 H -4.98 0.91 -0.93  C2 1.090
34 H -4.56 3.31 -1.76  C3 1.094
35 H -5.36 3.82 -0.24  C3 1.090
36 H -3.25 1.71 0.09  C4 1.091
37 H -3.58 3.16 1.04  C4 1.093
38 H -2.53 4.57 -0.62  C5 1.094
39 H -1.44 3.45 0.17  C5 1.091
40 H -0.69 3.04 -1.92  C6 1.092
41 H -2.01 3.83 -2.73  C6 1.093
42 H -3.29 1.51 -2.32  C7 1.090
43 H -2.05 1.68 -3.53  C7 1.096
44 H -0.89 1.03 -0.94  C8 1.090
45 H -1.94 -0.28 -1.60  C8 1.092
46 H -0.63 0.00 -3.78  C9 1.094
47 H 0.46 1.05 -2.91  C9 1.095
48 H 0.36 -1.90 -2.91  C10 1.091
49 H 0.22 -1.25 -1.28  C10 1.092
50 H 2.57 -1.37 -3.04  C11 1.094
51 H 2.34 0.23 -2.36  C11 1.092
52 H 2.08 -2.03 -0.42  C12 1.093
53 H 3.67 -1.79 -1.08  C12 1.095
54 H 3.34 -0.55 1.04  C13 1.091
55 H 3.88 0.41 -0.33  C13 1.096
56 H 1.04 0.67 -0.42  C14 1.086
57 H 2.23 1.88 0.02  C14 1.094
58 H 1.96 0.00 2.59  P15 1.474
59 H 2.14 2.05 2.32  P15 1.478
60 H 0.23 2.13 1.47  P15 1.495
61 H 0.15 0.37 4.19  C16 1.094
62 H -0.60 1.87 3.67  C16 1.093
63 H 2.26 1.62 4.65  C17 1.097
64 H 1.38 3.14 4.46  C17 1.093
65 H 1.33 2.76 6.78  C18 1.095
66 H 1.23 1.01 6.61  C18 1.094
67 H -1.09 2.70 5.67  C19 1.091
68 H -0.86 2.49 7.42  C19 1.094
69 H -1.88 0.62 5.39  C20 1.093
70 H -0.69 -0.13 6.41  C20 1.091
71 H -2.99 1.46 7.67  C21 1.090
72 H -2.10 0.05 8.31  C21 1.094
73 H -3.98 -1.08 7.70  C22 1.093
74 H -3.04 -1.21 6.24  C22 1.091
75 H -5.67 -0.27 6.46  C23 1.091
76 H -4.77 1.23 6.28  C23 1.090
77 H -4.00 -0.87 4.29  C24 1.088
78 H -5.67 -0.33 4.21  C24 1.092
79 H -4.39 0.83 4.03  C24 1.090
80 H -0.77 0.11 0.86  N25 1.009
81 H -0.54 -2.02 0.91  C26 1.100
82 H 1.07 -1.79 1.56  C26 1.099
83 H -0.90 -3.23 2.71  C27 1.093
84 H -1.30 -1.66 3.41  C27 1.090
85 H 1.46 -1.82 3.83  C28 1.089
86 H 0.93 -3.49 4.15  C28 1.090
87 H 0.23 -2.14 5.06  C28 1.090
88 C 1.33 5.50 -3.93  Cl89 1.767, Cl90 1.765, Cl91 1.757, Cl92 1.771
89 Cl 0.40 5.57 -5.44  C88 1.767
90 Cl 0.52 6.48 -2.70  C88 1.765
91 Cl 1.43 3.84 -3.37  C88 1.757
92 Cl 2.95 6.14 -4.21  C88 1.771
93 C 5.75 -2.46 2.20  Cl94 1.773, Cl95 1.759, Cl96 1.766, Cl97 1.767
94 Cl 7.33 -2.66 2.97  C93 1.773
95 Cl 4.66 -1.61 3.28  C93 1.759
96 Cl 5.94 -1.54 0.70  C93 1.766
97 Cl 5.06 -4.05 1.82  C93 1.767
98 C 1.79 1.27 -6.66  Cl99 1.770, Cl100 1.763, Cl101 1.767, Cl102 1.768
99 Cl 2.58 2.02 -8.05  C98 1.770
100 Cl 2.82 1.42 -5.24  C98 1.763
101 Cl 0.24 2.07 -6.37  C98 1.767
102 Cl 1.50 -0.44 -6.99  C98 1.768
103 C -8.39 1.93 5.57  Cl104 1.763, Cl105 1.764, Cl106 1.770, Cl107 1.767
104 Cl -7.46 2.29 4.13  C103 1.763
105 Cl -7.46 2.36 7.01  C103 1.764
106 Cl -9.90 2.85 5.55  C103 1.770
107 Cl -8.77 0.20 5.61  C103 1.767
108 C 3.25 -6.13 -1.28  Cl109 1.766, Cl110 1.773, Cl111 1.760, Cl112 1.767
109 Cl 2.46 -7.51 -2.05  C108 1.766
110 Cl 4.64 -5.63 -2.26  C108 1.773
111 Cl 2.12 -4.79 -1.16  C108 1.760
112 Cl 3.80 -6.59 0.33  C108 1.767
113 C 7.37 5.76 -2.70  Cl114 1.767, Cl115 1.768, Cl116 1.770, Cl117 1.763
114 Cl 5.68 5.71 -3.22  C113 1.767
115 Cl 8.34 4.71 -3.75  C113 1.768
116 Cl 7.98 7.42 -2.81  C113 1.770
117 Cl 7.49 5.20 -1.03  C113 1.763
118 C 8.86 -3.31 -2.60  Cl119 1.770, Cl120 1.763, Cl121 1.771, Cl122 1.764
119 Cl 10.47 -3.46 -1.90  C118 1.770
120 Cl 7.77 -2.60 -1.42  C118 1.763
121 Cl 8.94 -2.27 -4.03  C118 1.771
122 Cl 8.28 -4.91 -3.08  C118 1.764
123 C 8.08 -8.01 0.67  Cl124 1.766, Cl125 1.770, Cl126 1.760, Cl127 1.768
124 Cl 7.87 -9.77 0.64  C123 1.766
125 Cl 9.66 -7.60 -0.01  C123 1.770
126 Cl 6.81 -7.25 -0.29  C123 1.760
127 Cl 7.98 -7.44 2.34  C123 1.768
128 C -3.54 4.02 -7.73  Cl129 1.768, Cl130 1.766, Cl131 1.765, Cl132 1.763
129 Cl -4.64 5.40 -7.77  C128 1.768
130 Cl -3.31 3.40 -9.36  C128 1.766
131 Cl -1.99 4.53 -7.06  C128 1.765
132 Cl -4.22 2.76 -6.70  C128 1.763
133 C 0.19 -7.54 -5.58  Cl134 1.763, Cl135 1.765, Cl136 1.768, Cl137 1.768
134 Cl -0.97 -6.37 -4.95  C133 1.763
135 Cl 1.78 -6.78 -5.69  C133 1.765
136 Cl 0.27 -8.93 -4.49  C133 1.768
137 Cl -0.32 -8.08 -7.18  C133 1.768
138 C 7.98 -9.60 -3.92  Cl139 1.768, Cl140 1.767, Cl141 1.762, Cl142 1.771
139 Cl 6.91 -8.41 -3.17  C138 1.768
140 Cl 9.56 -8.86 -4.19  C138 1.767
141 Cl 8.17 -11.00 -2.87  C138 1.762
142 Cl 7.30 -10.13 -5.47  C138 1.771
143 C -8.43 -0.37 -5.02  Cl144 1.766, Cl145 1.764, Cl146 1.765, Cl147 1.768
144 Cl -9.55 0.72 -4.19  C143 1.766
145 Cl -6.88 0.43 -5.22  C143 1.764
146 Cl -8.22 -1.83 -4.05  C143 1.765
147 Cl -9.09 -0.80 -6.60  C143 1.768
148 C -3.20 7.49 1.48  Cl149 1.768, Cl150 1.762, Cl151 1.770, Cl152 1.763
149 Cl -4.72 7.02 0.71  C148 1.768
150 Cl -1.86 7.11 0.40  C148 1.762
151 Cl -3.22 9.23 1.82  C148 1.770
152 Cl -3.01 6.60 2.99  C148 1.763

These are the Löwdin partial charges, in e, on atoms 1 to 2: -0.124 -0.261